Record 1
# C21H22IrN7S

A molecular structure, C21H22IrN7S (ωB97M-V/def2-TZVPD, the Open Molecules 2025 dataset).

Last column: Mulliken charge in e.
Cartesian coordinates (Å):
Ir 0.038 -0.105 0.284  0.7308
C 5.190 1.597 1.414  -0.8943
C 4.652 2.016 0.057  -0.6517
N 3.318 2.626 0.147  -0.1418
C 2.158 1.994 0.169  0.5161
S 2.152 0.212 -0.063  -0.2844
N 1.038 2.667 0.303  -1.1717
N -0.059 1.892 0.297  0.7933
C -1.246 2.433 0.284  1.1084
C -1.495 3.896 0.311  -1.5318
C -2.332 1.456 0.199  0.2601
C -3.667 1.820 0.142  -0.5379
C -4.633 0.834 0.028  -0.5488
C -4.252 -0.502 -0.027  -0.6003
C -2.913 -0.815 0.028  -0.1328
N -1.966 0.135 0.140  -0.1898
H 6.185 1.171 1.300  0.3562
H 4.552 0.843 1.880  0.2841
H 5.261 2.450 2.088  0.3256
H 4.599 1.172 -0.630  0.3616
H 5.295 2.758 -0.412  0.3485
H 3.264 3.624 0.308  0.2786
H -0.564 4.438 0.429  0.3429
H -2.165 4.150 1.134  0.4133
H -1.973 4.213 -0.619  0.3962
H -3.943 2.863 0.182  0.4241
H -5.680 1.105 -0.018  0.4587
H -4.984 -1.293 -0.106  0.4791
H -2.563 -1.838 0.010  0.3174
C -0.242 -4.231 -0.938  -0.7061
C -0.148 -2.859 -0.921  -0.1802
N 0.056 -2.184 0.231  -0.3116
C 0.149 -2.858 1.381  0.1732
C -0.007 -4.235 1.457  0.2090
C -0.168 -4.927 0.263  -0.3490
C 0.034 -4.943 2.747  -0.9313
C -0.598 -4.634 3.880  -0.5987
C -1.577 -3.567 4.165  1.0154
C -2.080 -3.442 5.454  -0.7515
C -3.014 -2.443 5.684  -0.1756
N -3.434 -1.633 4.717  -0.5455
C -2.906 -1.843 3.521  0.0037
N -2.004 -2.754 3.186  -0.2908
H -0.378 -4.746 -1.878  0.4557
H -0.209 -2.270 -1.826  0.4775
H 0.335 -2.276 2.269  0.5516
H -0.259 -6.006 0.274  0.5340
H 0.628 -5.851 2.745  0.4500
H -0.420 -5.294 4.722  0.3119
H -1.757 -4.099 6.249  0.3909
H -3.439 -2.289 6.669  0.4327
H -3.258 -1.192 2.723  0.3251

## Properties
LUMO level (spin up / spin down): -0.334 / -0.342 Ha
2S+1: 1
energy relative to the best compared isomer or geometry (same formula, charge and spin): 0.0 kcal/mol
HOMO-LUMO gap (spin up / spin down): 0.188 / 0.180 hartree
total charge: +2



Record 2
# C23H39BN7O2PtS3

A molecular structure, C23H39BN7O2PtS3 (ωB97M-V/def2-TZVPD, the Open Molecules 2025 dataset).

Last column: Mulliken spin population.
Cartesian coordinates (Å):
Pt 0.804 -0.851 -0.623  1.2511
C 2.777 2.314 4.563  0.0019
C 2.539 1.098 3.670  -0.0122
C 3.673 0.985 2.664  0.0047
C 2.443 -0.191 4.483  0.0073
N 1.178 1.292 3.013  0.0122
C 0.069 1.468 3.809  0.0148
C -1.004 1.606 3.003  0.0280
N -0.564 1.519 1.700  0.0068
B -1.600 1.660 0.564  0.0419
N -2.498 0.346 0.442  0.0508
C -3.822 0.498 0.281  0.1995
C -4.437 -0.730 0.476  0.1735
N -3.493 -1.622 0.796  0.0593
C -2.274 -0.977 0.745  -0.0123
S -0.774 -1.677 1.042  0.7205
C -3.881 -3.092 1.033  -0.0037
C -2.758 -3.889 1.675  0.0147
C -4.236 -3.660 -0.337  0.0077
C -5.085 -3.071 1.973  0.0076
N -1.053 2.168 -0.801  0.0482
C -0.909 3.513 -0.994  0.0467
C -0.494 3.713 -2.270  0.0399
N -0.407 2.490 -2.879  0.0301
C -0.730 1.559 -1.960  -0.0464
S -0.748 -0.167 -2.139  0.6939
C 0.097 2.360 -4.307  -0.0043
C 1.615 2.483 -4.243  0.0034
C -0.317 1.034 -4.927  0.0156
C -0.524 3.498 -5.117  0.0038
C 0.774 1.323 1.728  -0.0116
S 1.735 1.181 0.297  0.4424
H 3.747 2.205 5.045  -0.0004
H 2.035 2.411 5.353  -0.0004
H 2.790 3.233 3.979  0.0003
H 4.592 0.902 3.244  0.0027
H 3.762 1.870 2.037  0.0044
H 3.594 0.097 2.042  -0.0097
H 3.409 -0.387 4.945  -0.0002
H 2.199 -1.039 3.842  -0.0012
H 1.705 -0.125 5.280  -0.0001
H 0.129 1.506 4.880  0.0049
H -2.032 1.796 3.251  0.0049
H -2.372 2.497 0.921  -0.0009
H -4.268 1.458 0.091  0.0041
H -5.479 -0.986 0.408  0.0143
H -1.917 -4.054 1.003  -0.0034
H -3.170 -4.870 1.913  0.0036
H -2.412 -3.450 2.609  0.0004
H -3.386 -3.612 -1.017  -0.0009
H -5.082 -3.141 -0.787  -0.0007
H -4.515 -4.706 -0.218  -0.0005
H -4.856 -2.556 2.904  -0.0003
H -5.341 -4.101 2.214  -0.0010
H -5.971 -2.626 1.523  -0.0005
H -1.133 4.227 -0.222  0.0039
H -0.276 4.631 -2.781  0.0052
H 2.043 1.698 -3.617  -0.0008
H 1.923 3.451 -3.849  0.0001
H 2.024 2.384 -5.247  0.0002
H 0.224 0.186 -4.510  -0.0104
H -0.063 1.077 -5.985  0.0047
H -1.391 0.860 -4.857  0.0025
H -0.157 4.478 -4.821  -0.0001
H -1.611 3.487 -5.050  -0.0002
H -0.250 3.363 -6.161  -0.0002
N 5.487 -3.553 -1.902  0.0002
C 4.183 -2.847 -2.097  0.0009
C 3.668 -2.535 -0.679  0.0040
O 4.345 -2.927 0.250  0.0206
O 2.561 -1.909 -0.576  0.1139
H 6.291 -3.006 -2.217  0.0000
H 5.528 -4.468 -2.354  0.0001
H 5.537 -3.655 -0.852  0.0008
H 3.485 -3.503 -2.614  -0.0001
H 4.325 -1.942 -2.682  -0.0003

## Properties
LUMO level (spin up / spin down): -0.273 / -0.424 Ha
<S²>: 6.041
2S+1: 5
HOMO-LUMO gap (spin up / spin down): 0.314 / 0.172 hartree
total charge: +3



Record 3
# C17H31ClN10O9P2Sr

A molecular structure, C17H31ClN10O9P2Sr at a distorted geometry (ωB97M-V/def2-TZVPD, the Open Molecules 2025 dataset).

Last column: Mulliken charge in e.
Cartesian coordinates (Å):
Sr -0.988 -0.845 0.729  2.0817
C -4.085 2.423 3.539  -1.0301
N -2.727 2.888 3.768  0.0188
C -2.652 4.340 3.875  -1.1008
C -1.716 2.233 3.049  0.1433
N -1.828 1.341 2.163  0.0163
N -0.429 2.628 3.483  -0.2313
C 0.755 2.159 2.861  0.4445
N 1.815 2.086 3.797  -0.5543
N 0.787 1.838 1.648  -0.3115
H -4.713 2.764 4.366  0.3066
H -4.130 1.338 3.500  0.3534
H -4.505 2.818 2.602  0.3602
H -3.219 4.668 4.748  0.3484
H -3.078 4.833 2.990  0.3032
H -1.627 4.677 3.980  0.3737
H -2.782 1.109 1.892  -0.0885
H -0.370 2.698 4.484  0.2825
H 1.979 2.954 4.287  0.2217
H 2.655 1.745 3.352  0.2471
H 1.705 1.500 1.374  -0.1492
O -4.625 -0.624 2.318  -0.4693
P -3.705 -1.804 1.683  0.6038
O -4.440 -3.074 1.801  -0.7337
O -2.340 -1.616 2.284  -0.8157
O -3.647 -1.225 0.127  -0.1475
P -2.964 -2.148 -1.119  0.5397
O -2.809 -0.996 -2.207  -0.5336
O -3.869 -3.186 -1.621  -0.8203
O -1.598 -2.532 -0.569  -0.6035
H -5.527 -0.983 2.325  0.2540
H -2.424 -0.118 -1.908  0.5078
O -1.888 2.730 -2.647  -0.8005
C -1.148 2.011 -1.962  -0.0774
O -1.477 1.086 -1.152  -0.5836
C 0.348 2.306 -2.103  0.3927
C 0.755 3.169 -3.118  -0.7183
C 2.093 3.496 -3.228  -0.2959
C 2.994 2.968 -2.310  -0.8561
C 2.503 2.108 -1.344  -0.2330
N 1.213 1.758 -1.247  0.4762
H -0.001 3.566 -3.780  0.5103
H 2.433 4.160 -4.013  0.3826
H 4.051 3.207 -2.346  0.3843
H 3.176 1.656 -0.614  0.3877
C 1.360 -3.249 -0.801  -0.6644
N 1.369 -1.883 -1.345  1.0359
C 2.755 -1.459 -1.523  -0.6862
N 3.504 -2.355 -2.437  0.0087
C 3.442 -3.713 -1.874  -0.7163
N 2.067 -4.196 -1.698  -0.0097
C 1.397 -4.150 -3.010  -0.6859
N 1.397 -2.802 -3.607  0.0338
C 0.709 -1.894 -2.658  -0.5022
C 2.793 -2.365 -3.726  -0.7022
H 0.326 -3.571 -0.684  0.0542
H 1.845 -3.237 0.175  0.2071
H 3.245 -1.436 -0.553  0.0364
H 2.761 -0.461 -1.952  0.2367
H 3.936 -3.709 -0.901  0.3548
H 3.977 -4.394 -2.540  0.3309
H 0.364 -4.479 -2.887  0.3941
H 1.910 -4.834 -3.691  0.3374
H -0.322 -2.221 -2.532  0.0806
H 0.710 -0.881 -3.066  0.0785
H 2.810 -1.356 -4.143  0.3487
H 3.316 -3.037 -4.410  0.3552
Cl 2.990 -0.932 2.131  -0.4421
C 1.156 -1.569 2.306  -0.9496
H 0.904 -1.273 3.334  0.3054
H 1.325 -2.656 2.357  0.3735

## Properties
LUMO level: 0.155 Ha
2S+1: 1
energy relative to the best compared isomer or geometry (same formula, charge and spin): 49.3 kcal/mol
HOMO-LUMO gap: 0.228 hartree
total charge: -2



Record 4
# C46H44AsBCl3F4N3O2PbSb

A molecular structure, C46H44AsBCl3F4N3O2PbSb (ωB97M-V/def2-TZVPD, the Open Molecules 2025 dataset).

Last column: Mulliken charge in e.
Cartesian coordinates (Å):
Pb -0.116 -0.453 -0.061  1.6564
C -1.854 -2.185 2.432  -1.0567
C -1.265 -1.026 3.175  0.4742
C -1.159 -1.033 4.561  -0.9252
C -0.584 0.046 5.199  -0.8881
C -0.231 1.152 4.445  -0.8188
C -0.419 1.127 3.066  -0.1901
N -0.855 0.018 2.441  1.3454
Sb -0.426 3.174 2.311  0.8712
C -1.694 3.230 0.582  -0.5251
C -2.516 4.353 0.528  -0.6767
C -3.490 4.418 -0.452  -0.7597
C -3.636 3.342 -1.311  -0.8847
C -2.784 2.251 -1.184  0.6634
C -2.965 1.017 -2.020  -1.0728
N -1.799 2.223 -0.281  1.1779
C 1.494 3.390 1.288  0.0070
C 2.418 4.239 1.893  -0.9192
C 3.627 4.490 1.263  -0.6214
C 3.893 3.853 0.069  -0.8274
C 2.941 2.988 -0.470  0.7520
C 3.252 2.228 -1.729  -0.6719
N 1.748 2.788 0.110  0.4452
H -2.249 -2.931 3.121  0.4738
H -1.108 -2.661 1.787  0.0606
H -2.663 -1.821 1.797  0.2049
H -1.524 -1.884 5.120  0.4457
H -0.455 0.048 6.275  0.4084
H 0.152 2.047 4.919  0.4151
H -2.412 5.137 1.267  0.4332
H -4.155 5.269 -0.514  0.4041
H -4.431 3.318 -2.046  0.4575
H -3.388 0.220 -1.403  0.3051
H -2.004 0.662 -2.375  -0.2329
H -3.627 1.197 -2.867  0.4771
H 2.184 4.694 2.849  0.4106
H 4.355 5.162 1.703  0.3862
H 4.832 4.011 -0.449  0.4663
H 4.240 1.766 -1.660  0.3737
H 3.253 2.898 -2.595  0.6363
H 2.511 1.448 -1.879  -0.5393
Cl 0.085 -7.565 -3.636  -0.2846
C 0.211 -6.130 -2.643  0.5017
C 1.432 -5.495 -2.499  -0.9477
C 1.523 -4.369 -1.701  0.9550
Cl 3.060 -3.567 -1.577  -0.1909
C 0.429 -3.817 -0.968  -1.5734
O 0.569 -2.825 -0.173  -0.5132
C -0.797 -4.498 -1.217  0.9666
Cl -2.243 -3.872 -0.476  -0.2319
C -0.909 -5.630 -2.006  -0.9316
H 2.315 -5.875 -2.996  0.4256
H -1.870 -6.115 -2.121  0.4565
O 0.972 -0.247 -2.560  0.6836
As 1.052 -0.122 -4.199  0.0701
C 0.969 1.712 -4.769  0.4582
C 1.438 2.135 -6.009  -0.5049
C 1.314 3.470 -6.370  -0.8136
C 0.720 4.372 -5.496  -0.5923
C 0.259 3.948 -4.255  -0.8109
C 0.386 2.617 -3.887  -0.8276
C -0.372 -1.021 -5.125  0.3261
C -1.034 -2.037 -4.451  -0.2548
C -2.116 -2.665 -5.053  -0.7164
C -2.528 -2.273 -6.320  -0.6080
C -1.864 -1.252 -6.990  -0.5714
C -0.786 -0.619 -6.391  -0.5043
C 2.700 -0.897 -4.815  0.2869
C 3.851 -0.131 -4.972  -0.0280
C 5.057 -0.757 -5.258  -0.8573
C 5.111 -2.141 -5.366  -0.4794
C 3.964 -2.905 -5.189  -0.6677
C 2.755 -2.285 -4.914  -0.5073
H 1.907 1.429 -6.687  0.4221
H 1.684 3.807 -7.331  0.4028
H 0.619 5.412 -5.783  0.3859
H -0.192 4.653 -3.565  0.5390
H 0.056 2.283 -2.910  0.7122
H -0.721 -2.307 -3.450  0.4873
H -2.647 -3.441 -4.518  0.5027
H -3.379 -2.755 -6.784  0.3836
H -2.199 -0.938 -7.971  0.3965
H -0.279 0.192 -6.902  0.3109
H 3.805 0.945 -4.856  0.3871
H 5.956 -0.166 -5.386  0.4035
H 6.057 -2.628 -5.572  0.3774
H 4.013 -3.985 -5.253  0.4030
H 1.862 -2.879 -4.753  0.4079
C 4.241 -1.033 1.573  -1.7730
C 2.752 -1.330 1.383  2.1742
C 2.151 -1.831 2.694  -1.3723
C 2.016 -0.100 0.844  -0.4629
H 4.775 -1.911 1.958  0.4473
H 4.379 -0.210 2.285  0.3315
H 4.708 -0.744 0.625  0.3475
H 2.660 -2.141 0.656  -0.9144
H 2.173 -1.042 3.456  0.3167
H 1.113 -2.134 2.551  0.0842
H 2.702 -2.696 3.078  0.4391
H 2.614 0.336 0.035  -0.0935
H 1.948 0.661 1.630  0.0091
F -3.043 2.517 3.138  -0.3200
B -4.173 1.742 2.657  0.4093
F -3.772 0.980 1.530  -0.2129
F -5.196 2.644 2.292  -0.3999
F -4.592 0.889 3.697  -0.3866

## Properties
LUMO level: 0.073 Ha
2S+1: 1
energy relative to the best compared isomer or geometry (same formula, charge and spin): 15.0 kcal/mol
HOMO-LUMO gap: 0.244 hartree
total charge: -1



Record 5
# C2H3F3OS

2 unconnected molecules or ions with the total composition C2H3F3OS at a distorted geometry (ωB97M-V/def2-TZVPD, the Open Molecules 2025 dataset).

Last column: Mulliken charge in e.
Cartesian coordinates (Å):
C 1.993 0.188 -0.017  -0.6253
C -1.985 -0.149 -0.049  0.6711
O 0.965 -0.368 0.754  -0.4183
F -2.517 -1.084 0.740  -0.2056
F -2.997 0.481 -0.635  -0.2195
F -1.241 -0.678 -0.949  -0.1664
S -1.036 1.049 0.989  0.0316
H 1.567 0.448 -0.937  0.3070
H 2.612 -0.679 -0.314  0.2866
H 2.639 0.791 0.420  0.3388

## Properties
LUMO level (spin up / spin down): -0.110 / -0.110 Ha
2S+1: 1
energy relative to the best compared isomer or geometry (same formula, charge and spin): 66.9 kcal/mol
HOMO-LUMO gap (spin up / spin down): 0.272 / 0.272 hartree
total charge: 0



Record 6
# C5H5ClS

A single C5H5ClS molecule at a distorted geometry (ωB97M-V/def2-TZVPD, the Open Molecules 2025 dataset).

Last column: Mulliken charge in e.
Cartesian coordinates (Å):
C 0.948 0.239 1.812  -0.6385
C 0.834 0.311 0.375  0.0270
Cl 1.784 -0.814 -0.693  -0.1670
C -0.234 1.045 -0.240  0.6917
C -0.281 2.432 -0.408  -0.7727
C -1.504 0.302 -0.355  -0.2836
S -1.753 -1.218 0.119  -0.1966
H 1.845 -0.217 2.289  0.2500
H 0.266 0.739 2.459  0.3151
H 0.428 3.180 -0.147  0.3256
H -1.194 2.769 -0.903  0.2000
H -2.197 0.880 -0.931  0.2489

## Properties
LUMO level: -0.035 Ha
2S+1: 1
energy relative to the best compared isomer or geometry (same formula, charge and spin): 41.0 kcal/mol
structure (SMILES): C=C(Cl)C(=C)C=S
HOMO-LUMO gap: 0.290 hartree
total charge: 0



Record 7
# C5H11NO

2 unconnected molecules or ions with the total composition C5H11NO at a distorted geometry (ωB97M-V/def2-TZVPD, the Open Molecules 2025 dataset).

Last column: Mulliken charge in e.
Cartesian coordinates (Å):
C -1.879 2.480 1.989  -0.7159
C -1.456 1.654 1.000  -0.2155
C -0.072 1.311 0.717  -0.1503
C 0.203 0.353 -0.170  -0.4264
C 1.484 -0.412 -0.189  -0.3197
N 1.870 -0.897 -1.527  -0.5676
H -2.717 2.176 2.604  0.2550
H -1.269 3.326 2.292  0.2689
H -2.141 1.393 0.194  0.3021
H 0.685 1.840 1.293  0.3416
H -0.649 -0.171 -0.593  0.2228
H 2.291 0.233 0.178  0.3359
H 1.413 -1.289 0.456  0.2454
H 2.395 -0.168 -1.988  0.2151
H 2.404 -1.750 -1.493  0.2112
O -1.043 -3.113 -1.365  -0.6164
H -0.234 -3.579 -1.141  0.3043
H -1.283 -3.387 -2.257  0.3096

## Properties
LUMO level: 0.023 Ha
2S+1: 1
energy relative to the best compared isomer or geometry (same formula, charge and spin): 78.3 kcal/mol
structure (SMILES): C=C/C=C/CN.O
HOMO-LUMO gap: 0.315 hartree
total charge: 0



Record 8
# C7H13N

A molecular structure, C7H13N at a distorted geometry (ωB97M-V/def2-TZVPD, the Open Molecules 2025 dataset).

Last column: Mulliken charge in e.
Cartesian coordinates (Å):
C -1.851 -2.433 -1.006  -1.0660
C -1.320 -1.218 -1.822  -0.6230
N -1.226 0.850 0.371  -0.5935
C -0.048 0.249 -0.223  0.5902
C 0.015 -0.797 -1.287  -0.7416
C 2.445 2.173 2.116  -1.1310
C 1.218 1.616 1.458  -0.0375
C 1.224 0.735 0.420  -0.4457
H -1.227 -3.318 -1.291  0.2959
H -2.884 -2.687 -1.169  0.3274
H -1.686 -2.256 0.052  0.3051
H -1.271 -1.542 -2.901  0.3400
H -2.028 -0.442 -1.716  0.3475
H -1.769 0.182 0.833  0.2469
H -1.215 0.732 -0.737  0.3257
H 0.928 -1.113 -1.801  0.3626
H 3.386 1.791 1.664  0.2977
H 2.485 3.249 2.032  0.3024
H 2.428 1.930 3.217  0.2739
H 0.240 1.969 1.807  0.3856
H 2.157 0.329 -0.018  0.2373

## Properties
LUMO level: 0.029 Ha
2S+1: 1
energy relative to the best compared isomer or geometry (same formula, charge and spin): 87.8 kcal/mol
HOMO-LUMO gap: 0.322 hartree
total charge: 0